No. 1
{
  "formula": "C77H66KN2P4Si",
  "method": "ωB97M-V with the def2-TZVPD basis set",
  "e_lumo_ev": 2.1,
  "fmax_ha_per_bohr": 0.028,
  "charge": -1,
  "gap_ev": 5.672,
  "e_above_lowest_kj_mol": 51.6,
  "species": ["K", "C", "C", "C", "C", "C", "C", "P", "C", "C", "C", "C", "C", "C", "C", "C", "C", "C", "C", "C", "Si", "C", "C", "C", "C", "C", "C", "P", "C", "C", "C", "C", "C", "C", "C", "C", "C", "C", "C", "C", "C", "C", "C", "C", "C", "C", "P", "C", "C", "C", "C", "C", "C", "C", "C", "C", "C", "C", "C", "H", "H", "H", "H", "H", "H", "H", "H", "H", "H", "H", "H", "H", "H", "H", "H", "H", "H", "H", "H", "H", "H", "H", "H", "H", "H", "H", "H", "H", "H", "H", "H", "H", "H", "H", "H", "H", "H", "H", "H", "H", "H", "N", "P", "C", "C", "C", "C", "C", "C", "C", "C", "C", "C", "C", "C", "C", "C", "C", "C", "C", "C", "H", "H", "H", "H", "H", "H", "H", "H", "H", "H", "H", "H", "H", "H", "H", "C", "C", "C", "C", "C", "N", "H", "H", "H", "H", "H", "H", "H", "H", "H"],
  "coordinates": [[0.51, -0.14, -0.97], [-1.75, -4.00, 3.34], [-1.73, -3.81, 1.97], [-0.71, -3.08, 1.38], [0.32, -2.53, 2.15], [0.28, -2.73, 3.53], [-0.74, -3.45, 4.13], [1.68, -1.79, 1.18], [3.09, -2.92, 1.53], [3.22, -3.79, 2.61], [4.32, -4.64, 2.72], [5.30, -4.65, 1.74], [5.19, -3.79, 0.66], [4.09, -2.95, 0.55], [2.35, -0.13, 1.71], [3.71, -0.09, 2.02], [4.48, 1.05, 1.80], [3.91, 2.15, 1.18], [2.54, 2.16, 0.97], [1.71, 1.08, 1.30], [-0.16, 1.42, 1.93], [0.57, 2.24, 3.59], [1.40, 3.37, 3.68], [1.73, 3.96, 4.89], [1.23, 3.44, 6.07], [0.46, 2.29, 6.03], [0.15, 1.68, 4.81], [-0.76, 0.09, 4.69], [-0.47, -0.60, 6.39], [-1.44, -1.01, 7.29], [-1.10, -1.72, 8.44], [0.22, -2.02, 8.72], [1.21, -1.60, 7.83], [0.86, -0.92, 6.68], [-2.52, 0.63, 4.77], [-3.51, -0.34, 4.89], [-4.85, 0.01, 4.93], [-5.23, 1.35, 4.80], [-4.25, 2.31, 4.63], [-2.90, 1.96, 4.62], [-1.02, 3.06, 1.16], [-0.92, 4.33, 1.74], [-1.89, 5.32, 1.55], [-3.02, 5.06, 0.80], [-3.13, 3.82, 0.18], [-2.15, 2.85, 0.32], [-2.17, 1.31, -0.69], [-3.31, 0.12, 0.11], [-4.25, 0.45, 1.08], [-5.18, -0.49, 1.51], [-5.17, -1.77, 0.96], [-4.23, -2.11, 0.01], [-3.29, -1.17, -0.41], [-3.24, 1.82, -2.13], [-2.90, 2.94, -2.87], [-3.65, 3.34, -3.97], [-4.76, 2.60, -4.36], [-5.10, 1.46, -3.64], [-4.35, 1.08, -2.54], [-2.54, -4.57, 3.81], [-2.52, -4.23, 1.35], [-0.70, -2.95, 0.30], [1.06, -2.31, 4.15], [-0.74, -3.58, 5.20], [2.46, -3.82, 3.38], [4.39, -5.30, 3.57], [6.15, -5.32, 1.83], [5.94, -3.78, -0.12], [4.00, -2.29, -0.31], [4.20, -0.97, 2.42], [5.53, 1.05, 2.06], [4.52, 3.01, 0.92], [2.07, 3.06, 0.57], [1.83, 3.79, 2.77], [2.36, 4.84, 4.90], [1.46, 3.91, 7.02], [0.10, 1.85, 6.96], [-2.48, -0.78, 7.11], [-1.89, -2.02, 9.13], [0.48, -2.56, 9.62], [2.25, -1.83, 8.03], [1.65, -0.62, 5.99], [-3.24, -1.39, 4.93], [-5.61, -0.76, 5.04], [-6.27, 1.62, 4.82], [-4.52, 3.35, 4.50], [-2.15, 2.73, 4.49], [-0.09, 4.56, 2.38], [-1.75, 6.29, 2.02], [-3.79, 5.80, 0.69], [-4.01, 3.62, -0.43], [-4.26, 1.45, 1.51], [-5.91, -0.22, 2.26], [-5.90, -2.50, 1.29], [-4.22, -3.10, -0.42], [-2.57, -1.42, -1.18], [-2.04, 3.54, -2.58], [-3.36, 4.22, -4.52], [-5.35, 2.90, -5.22], [-5.96, 0.87, -3.93], [-4.64, 0.19, -2.00], [-0.29, -0.84, -3.04], [0.25, 0.09, -4.12], [-0.41, -0.20, -5.83], [0.31, -0.92, -6.78], [-0.31, -1.43, -7.92], [-1.66, -1.21, -8.12], [-2.40, -0.50, -7.18], [-1.78, -0.01, -6.04], [2.09, 0.02, -4.38], [2.94, 1.10, -4.62], [4.32, 0.94, -4.57], [4.88, -0.30, -4.30], [4.04, -1.39, -4.07], [2.66, -1.22, -4.09], [0.09, 1.94, -3.94], [-0.31, 2.82, -4.94], [-0.28, 4.20, -4.74], [0.16, 4.72, -3.53], [0.57, 3.86, -2.52], [0.54, 2.50, -2.73], [1.37, -1.09, -6.63], [0.27, -1.98, -8.65], [-2.15, -1.61, -9.00], [-3.46, -0.33, -7.33], [-2.37, 0.51, -5.29], [2.53, 2.08, -4.84], [4.96, 1.80, -4.74], [5.95, -0.42, -4.25], [4.46, -2.36, -3.84], [2.01, -2.04, -3.84], [-0.64, 2.42, -5.89], [-0.59, 4.86, -5.53], [0.18, 5.79, -3.38], [0.91, 4.26, -1.57], [0.93, 1.83, -1.97], [0.87, -4.52, -4.79], [0.84, -5.19, -3.41], [1.60, -6.52, -3.42], [-0.62, -5.40, -2.97], [1.47, -4.27, -2.44], [1.88, -3.55, -1.65], [0.34, -5.15, -5.51], [1.90, -4.39, -5.14], [0.39, -3.55, -4.76], [1.10, -7.22, -4.08], [1.65, -6.95, -2.42], [2.62, -6.37, -3.77], [-1.10, -6.10, -3.66], [-1.16, -4.46, -2.98], [-0.66, -5.81, -1.96]],
  "mulliken_charge": [2.640, -0.977, -0.589, -0.678, 1.054, -0.297, -0.793, -0.193, -0.092, -0.185, -0.702, -0.603, -0.701, -0.210, 0.813, -0.561, -1.119, -1.273, -1.159, 0.516, 0.048, 0.664, 0.216, -0.942, -0.929, -0.392, -0.769, 1.469, 0.094, -0.412, -0.626, -0.556, -0.785, -0.348, 0.241, -0.323, -0.880, -0.458, -0.645, -0.654, 1.008, -0.301, -1.002, -1.141, -0.055, -1.029, 1.011, 1.002, -0.690, -0.533, -0.981, -0.509, -0.387, 0.417, -0.494, -0.770, -0.853, -0.673, -0.603, 0.370, 0.434, 0.337, 0.682, 0.385, 0.381, 0.432, 0.366, 0.429, 0.415, 0.576, 0.382, 0.466, 0.606, 0.394, 0.392, 0.398, 0.533, 0.433, 0.395, 0.353, 0.397, 0.570, 0.463, 0.367, 0.376, 0.404, 0.120, 0.283, 0.386, 0.413, 0.528, 0.210, 0.485, 0.368, 0.495, 0.466, 0.741, 0.426, 0.342, 0.421, 0.310, -0.477, 0.735, -0.067, -0.505, -0.760, -0.552, -0.720, 0.132, -0.212, -0.274, -0.741, -0.742, -0.391, -0.066, 0.916, -0.872, -0.845, -0.786, -0.529, 1.019, 0.431, 0.404, 0.354, 0.440, 0.227, 0.417, 0.415, 0.366, 0.509, 0.083, 0.397, 0.429, 0.376, 0.236, -0.452, -1.702, 2.945, -1.916, -1.753, -0.857, -0.195, 0.516, 0.334, 0.256, 0.419, 0.409, 0.399, 0.445, 0.348, 0.397]
}

No. 2
{
  "formula": "C5H10O",
  "method": "ωB97M-V with the def2-TZVPD basis set",
  "e_lumo_ev": 1.2,
  "fmax_ha_per_bohr": 0.011,
  "charge": 0,
  "gap_ev": 10.963,
  "e_above_lowest_kj_mol": 147.0,
  "smiles": "CC[C@@H]1O[C@@H]1C",
  "species": ["C", "C", "C", "O", "C", "C", "H", "H", "H", "H", "H", "H", "H", "H", "H", "H"],
  "coordinates": [[-0.65, 2.25, 0.41], [0.49, 1.23, 0.21], [-0.23, 0.09, -0.48], [-1.07, -0.64, 0.45], [-0.24, -1.37, -0.42], [0.80, -2.35, 0.03], [-1.48, 1.76, 0.93], [-0.36, 3.14, 0.96], [-1.04, 2.55, -0.57], [1.29, 1.65, -0.40], [0.90, 0.91, 1.18], [-0.76, 0.45, -1.37], [-0.85, -1.79, -1.22], [1.53, -1.96, 0.74], [0.32, -3.24, 0.45], [1.33, -2.68, -0.88]],
  "nbo_charge": [-0.604, -0.423, 0.059, -0.509, 0.074, -0.635, 0.221, 0.210, 0.199, 0.207, 0.215, 0.165, 0.166, 0.216, 0.220, 0.218]
}